No. 1
{"formula": "C33H38BN9O2PtS3", "method": "wB97M-V/def2-TZVPD", "species": ["C", "H", "H", "N", "H", "C", "C", "H", "H", "C", "H", "S", "H", "C", "H", "H", "Pt", "H", "C", "C", "C", "H", "C", "C", "H", "H", "H", "H", "C", "H", "H", "S", "C", "N", "N", "N", "C", "H", "C", "C", "C", "C", "H", "C", "H", "H", "H", "C", "C", "H", "C", "H", "C", "H", "B", "N", "N", "N", "N", "N", "C", "H", "C", "H", "H", "C", "C", "C", "H", "C", "C", "H", "H", "H", "H", "C", "C", "S", "H", "O", "H", "H", "C", "H", "C", "H", "O"], "coordinates": [[-0.8730, 3.4313, -0.2552], [-3.4657, 2.0635, -1.6837], [3.9250, 1.1455, 3.4821], [1.9132, 0.5818, -0.2470], [-1.6964, -7.6349, -4.0772], [3.8616, 4.4005, 3.6318], [-1.6338, 1.4991, -2.6797], [-0.7898, 5.6179, 0.0153], [-1.7965, 3.2552, -0.7759], [0.9235, 0.9245, 3.9032], [-2.5180, -5.3646, -0.9709], [-2.4900, 0.6021, -0.0732], [4.9339, -0.4379, -0.9325], [-3.6093, -1.8047, -1.2337], [2.0288, -6.0949, 0.2460], [1.3217, -4.4295, 5.0394], [-0.1129, 0.3842, 0.0023], [-2.2097, -8.7492, -2.8187], [4.4566, 3.2119, 4.1054], [0.5624, -3.4287, 1.8720], [0.1357, -5.8035, 2.1986], [-0.8343, -9.1552, -3.8405], [-0.4242, -0.9056, -3.5207], [-1.3341, -8.3387, -3.3259], [-2.5899, -0.9115, -3.7396], [1.4709, 4.9247, 1.4412], [-2.5505, -5.8513, -2.6782], [-1.7691, -2.3508, -4.2881], [0.7446, -2.1101, 1.1545], [2.7443, -8.0508, -1.0860], [-4.2014, -2.6700, -0.9331], [-2.0601, -2.4334, -1.9214], [0.8812, -8.1738, -2.1562], [-0.2673, -4.8821, 0.0481], [2.8746, 2.7997, 2.6159], [2.9213, 4.1512, 2.7480], [-1.7791, -1.5976, -3.4998], [4.6844, 1.2635, 1.1904], [-2.2771, -6.1616, -1.6690], [-0.1416, 0.0736, 4.1769], [2.7427, -0.1801, -0.9818], [0.9992, -3.3890, 3.1943], [-1.3072, 2.5318, -2.5868], [-3.4386, -0.9566, 0.0195], [1.2047, -9.0190, -2.7504], [4.0918, 5.4187, 3.8994], [-0.2334, -6.7415, 1.8064], [0.1402, -4.6741, 1.3670], [0.9865, -4.5085, 4.0147], [0.3941, -1.6032, -3.3405], [-0.3703, 4.6406, 0.1740], [-4.2027, -1.3173, -2.0044], [-0.7454, -0.1467, 2.9559], [-1.9071, 1.3658, -3.7277], [1.9073, 2.0945, 1.7320], [-0.1004, 0.5640, 2.0180], [0.9470, 1.1849, 2.5961], [0.9419, 2.9903, 0.8741], [2.6359, 1.1497, 0.7377], [-0.0699, 2.4321, 0.1399], [0.7732, 4.3190, 0.8852], [-0.4496, -0.2967, 5.1385], [4.0309, -0.0233, -0.5216], [2.3829, -0.7471, -1.8238], [1.3707, -2.4490, 3.5750], [1.3534, -6.5681, -0.4531], [0.0630, -6.0077, -0.6606], [3.8014, 2.2166, 3.4374], [-0.8105, -4.1573, -0.4080], [0.5499, -5.7233, 3.5127], [-0.8422, -6.5846, -1.5964], [-0.2449, -0.4449, -4.4967], [-2.9170, -7.0095, -1.4142], [-4.4170, -0.6460, 0.3925], [-3.4422, 0.4088, -2.2405], [-2.8341, 1.1810, -1.7895], [3.9189, 0.8344, 0.5661], [-0.1375, 0.5121, -2.4085], [5.2451, 3.1106, 4.8300], [1.7377, -1.4733, 1.4175], [-2.9408, -1.5241, 0.8064], [-1.6225, -0.7238, 2.7165], [1.7532, -7.6367, -1.2065], [1.6304, 1.3892, 4.5701], [-0.4118, -7.6687, -2.3521], [0.5235, -6.6035, 4.1399], [-0.2518, -1.6561, 0.3920]], "atomic_forces_ev_per_a": [[-0.11, 0.04, 0.04], [0.02, 0.01, 0.01], [-0.01, -0.01, 0.02], [-0.12, -0.68, 0.40], [-0.01, 0.00, 0.00], [0.04, -0.04, -0.01], [0.02, 0.03, 0.05], [0.00, 0.02, -0.01], [0.07, -0.01, -0.01], [-0.09, 0.03, 0.10], [-0.03, 0.06, -0.02], [0.09, -0.03, -0.06], [0.01, -0.01, 0.00], [0.08, 0.05, 0.00], [0.00, 0.00, 0.01], [0.01, 0.01, 0.01], [-0.62, 0.26, -0.19], [0.00, 0.00, 0.00], [-0.04, -0.06, -0.02], [-0.10, -0.16, -0.03], [-0.02, 0.05, -0.01], [0.00, 0.00, -0.01], [-0.10, -0.02, 0.08], [-0.01, -0.01, -0.02], [-0.04, -0.03, 0.05], [0.02, 0.00, -0.02], [-0.02, 0.04, 0.01], [-0.02, 0.01, -0.02], [0.09, -0.02, 0.34], [0.01, 0.00, 0.00], [0.01, -0.04, 0.00], [-0.06, -0.20, -0.02], [0.00, 0.00, 0.00], [0.02, 0.10, -0.27], [-0.04, -0.03, -0.05], [-0.08, 0.11, -0.05], [0.10, 0.09, 0.07], [-0.01, 0.01, 0.02], [0.00, 0.06, -0.01], [0.06, 0.07, 0.02], [-0.06, 0.20, -0.14], [-0.07, 0.01, 0.00], [0.00, -0.06, 0.02], [0.02, -0.02, -0.01], [0.00, -0.01, 0.00], [-0.01, 0.02, 0.01], [-0.01, 0.00, -0.03], [0.13, 0.04, 0.21], [-0.01, 0.01, -0.03], [0.00, 0.01, 0.08], [0.02, -0.05, 0.04], [0.01, -0.01, -0.03], [-0.20, 0.19, -0.05], [0.00, -0.02, -0.01], [-0.05, -0.02, 0.08], [0.35, -0.37, -0.08], [-0.11, 0.19, -0.15], [0.10, -0.05, -0.02], [-0.14, 0.27, -0.19], [0.32, -0.06, -0.06], [-0.06, 0.04, 0.05], [-0.01, -0.01, 0.01], [0.02, 0.06, 0.03], [-0.02, -0.07, 0.04], [0.02, 0.00, 0.02], [0.08, -0.06, 0.01], [-0.01, 0.02, -0.01], [0.12, -0.02, 0.08], [-0.13, -0.07, 0.00], [0.00, 0.00, 0.04], [0.00, -0.05, -0.01], [0.04, -0.05, -0.02], [0.00, 0.00, -0.03], [0.02, 0.00, 0.04], [-0.05, -0.03, -0.01], [0.09, 0.00, 0.02], [0.06, -0.02, -0.05], [-0.09, 0.17, 0.21], [0.01, -0.02, 0.00], [-0.02, -0.04, -0.14], [0.03, 0.02, 0.00], [0.04, -0.08, -0.03], [0.02, 0.05, 0.05], [0.03, -0.01, 0.00], [-0.01, 0.04, 0.05], [0.01, 0.00, 0.00], [0.43, 0.17, -0.33]], "relative_energy_kcal_mol": 11.43, "multiplicity": 2, "charge": 3, "homo_energy_ev": [-15.7, -15.7], "lumo_energy_ev": [-9.412, -10.022]}

***

No. 2
{"formula": "C22H14N3O6SSn", "method": "wB97M-V/def2-TZVPD", "species": ["O", "H", "C", "C", "O", "H", "C", "H", "C", "H", "H", "H", "N", "H", "C", "O", "C", "C", "H", "H", "O", "C", "C", "S", "C", "H", "C", "H", "C", "C", "C", "H", "C", "N", "O", "C", "O", "H", "C", "C", "N", "H", "Sn", "C", "C", "C", "C"], "coordinates": [[3.4701, 0.1908, -0.4094], [1.8211, 5.6143, 1.1835], [-0.7108, 1.0871, -4.3026], [0.0051, 1.3553, -5.4951], [0.1316, 0.1384, 2.6045], [4.5321, -5.8497, -0.6454], [-1.9777, 0.5767, -1.9261], [-3.7851, 1.3095, -2.8628], [1.6348, 3.4157, -0.4738], [5.7303, -1.9616, -2.0098], [0.3590, 3.5184, 4.6837], [-0.5108, 1.7889, -6.3430], [1.8847, -0.4661, -2.1701], [-2.6260, 1.7800, -5.0126], [2.0060, 0.4751, -4.4466], [1.3491, 2.2566, -0.9557], [4.2960, -4.8153, -0.8618], [1.1249, 4.7358, 3.0512], [1.2036, 5.6481, 3.6307], [2.2347, -5.0047, -0.2878], [2.0694, 4.3831, -1.0742], [1.3522, 0.1992, -3.2681], [1.3526, 3.5488, 1.0107], [3.3748, -0.4570, -1.7306], [-2.7311, 1.1040, -2.9932], [6.2846, -4.3354, -1.5097], [0.5860, 2.4175, 2.8843], [3.0575, 0.2413, -4.5271], [1.4728, 4.7360, 1.7072], [-2.0907, 1.3611, -4.1675], [5.2804, -3.9652, -1.3447], [1.6891, -2.6469, -0.8068], [0.6655, 3.5706, 3.6488], [0.9371, 2.4327, 1.5991], [4.3713, -0.0281, -2.6860], [2.6953, -3.0194, -0.9386], [-0.3315, 1.0959, 4.6048], [-2.4484, 0.3943, -0.9635], [-0.0455, 0.5360, -3.1881], [1.3344, 1.0603, -5.5405], [-0.7048, 0.3016, -2.0160], [1.8994, 1.2634, -6.4429], [1.0079, 0.4511, 0.2126], [3.6895, -2.1744, -1.4158], [3.0054, -4.3418, -0.6604], [4.9810, -2.6381, -1.6219], [0.0668, 1.0827, 3.4406]], "atomic_forces_ev_per_a": [[-0.07, -0.10, 0.08], [0.00, 0.01, 0.01], [-0.02, 0.09, -0.12], [-0.12, -0.02, 0.09], [-0.15, -0.02, 0.17], [0.00, 0.00, 0.00], [-0.02, 0.05, -0.01], [0.00, 0.00, 0.00], [0.07, 0.12, -0.01], [-0.01, 0.01, 0.01], [0.01, 0.00, 0.00], [-0.01, 0.01, 0.01], [-0.34, 0.60, -0.20], [0.01, 0.01, 0.00], [0.09, 0.12, -0.24], [0.03, -0.03, -0.20], [-0.01, 0.00, 0.00], [0.00, 0.02, 0.04], [0.00, 0.00, 0.00], [0.00, 0.00, 0.00], [-0.07, -0.08, -0.06], [-0.05, -0.44, 0.30], [-0.05, -0.10, 0.09], [0.13, 0.08, -0.16], [-0.05, -0.01, 0.04], [0.00, 0.00, 0.01], [0.01, 0.10, -0.13], [-0.04, 0.01, -0.01], [-0.01, 0.00, 0.03], [0.02, 0.02, -0.08], [0.01, 0.01, 0.00], [-0.02, 0.04, 0.01], [0.01, 0.07, -0.04], [0.00, -0.04, 0.19], [-0.04, 0.04, 0.07], [0.10, 0.00, -0.03], [-0.05, -0.04, 0.01], [0.01, -0.02, -0.01], [-0.07, -0.14, 0.21], [0.15, -0.06, 0.07], [0.26, 0.11, -0.02], [0.01, 0.00, 0.01], [-0.06, -0.10, -0.13], [0.20, -0.13, 0.10], [0.01, 0.02, 0.00], [-0.07, -0.12, 0.03], [0.19, -0.06, -0.09]], "relative_energy_kcal_mol": 13.02, "multiplicity": 1, "charge": -1, "homo_energy_ev": -5.1, "lumo_energy_ev": 2.620}

***

No. 3
{"formula": "C5H24NO8", "method": "wB97M-V/def2-TZVPD", "species": ["H", "H", "H", "H", "H", "N", "O", "H", "H", "H", "H", "C", "O", "C", "H", "O", "H", "H", "O", "H", "O", "H", "C", "H", "O", "H", "H", "H", "H", "H", "C", "H", "H", "O", "H", "H", "C", "O"], "coordinates": [[-2.7167, -1.0602, -1.4993], [-1.9746, 0.4067, 2.8036], [0.3851, -0.1461, 2.3139], [0.2961, 3.3397, -0.6184], [1.4494, 1.2942, 0.9369], [-0.1495, -0.8404, -0.6339], [1.4563, 2.1818, 0.4799], [-2.7002, -0.5768, 0.2043], [2.2966, -0.2790, 2.0906], [-0.0867, 0.1985, 3.7956], [2.4835, 0.1362, -2.3193], [-0.8294, 1.5480, -0.1559], [0.4164, -2.6781, 1.9183], [0.4728, 2.2535, -0.5255], [0.9687, -1.9311, 1.6276], [1.5719, -0.2654, 1.4871], [1.2852, -0.3889, -3.1987], [-1.0208, -2.6088, -1.6528], [-0.4243, -0.2313, 3.0060], [-3.2320, 0.5242, -1.0533], [-0.0711, -1.4658, -3.0082], [-0.8835, 0.4923, -2.0872], [-0.1046, -2.0901, -1.9131], [-2.8797, 0.9016, 1.7080], [3.1131, 0.2476, -0.6908], [-1.6566, 2.2529, -0.2844], [0.8363, -0.4765, -0.5696], [-0.1891, -2.2747, 2.5329], [-0.3615, -1.2473, 0.2936], [2.5989, -0.0865, 0.0652], [-2.5179, -0.2270, -0.8181], [0.9748, 1.8610, -1.4832], [0.8010, -2.5454, -1.5613], [-2.8742, 0.8131, 2.6485], [3.0637, 1.2086, -0.5825], [-0.7621, 1.2693, 0.9360], [-1.0786, 0.2701, -1.0028], [2.0432, 0.2200, -3.1897]], "atomic_forces_ev_per_a": [[-0.10, -0.03, 0.10], [-0.73, 0.33, 0.08], [-0.61, -0.18, 0.97], [-0.06, -0.50, -0.42], [-0.03, 0.43, -0.25], [0.79, -0.30, -1.01], [0.24, -0.17, 0.72], [0.08, 0.06, -0.09], [0.83, -0.04, 0.75], [-0.07, 0.03, 0.18], [-0.01, -0.09, -0.02], [0.55, -0.87, 0.32], [-0.01, -0.73, -1.08], [1.27, 0.40, -0.63], [0.34, 0.15, 0.40], [-0.61, -0.04, -1.09], [0.59, 0.56, -0.14], [-0.25, -0.59, -0.34], [0.72, 0.14, -0.68], [-0.49, 0.78, -0.17], [-0.27, -0.36, -1.72], [-0.13, -0.12, 1.01], [-0.35, 2.58, 3.61], [-0.28, 0.30, -0.86], [0.25, -0.07, -0.58], [-0.07, -0.37, -0.02], [-1.01, -0.36, 0.06], [-0.33, 0.35, 0.60], [0.09, -0.02, -0.36], [0.07, -0.02, 0.57], [0.87, -1.04, -0.10], [-1.22, 0.51, 0.84], [0.67, -0.94, -0.25], [0.68, -0.49, 0.75], [-0.05, -0.01, 0.17], [-0.28, 0.34, -1.03], [-0.77, 0.57, -0.14], [-0.30, -0.21, -0.16]], "relative_energy_kcal_mol": 0.00, "multiplicity": 2, "charge": 0, "homo_energy_ev": [-10.0, -10.0], "lumo_energy_ev": [0.043, -4.862]}

***

No. 4
{"formula": "C4H8O2", "method": "wB97M-V/def2-TZVPD", "species": ["H", "H", "H", "C", "C", "H", "C", "C", "H", "O", "H", "H", "O", "H"], "coordinates": [[2.1861, -1.3386, 0.1093], [-0.6543, -0.6273, 1.0817], [1.8249, -0.2251, 1.4382], [1.4531, -1.0988, 0.8892], [0.0751, -0.8315, 0.2880], [1.4235, -1.9407, 1.5886], [-2.1633, 1.8397, -0.5509], [0.0848, 0.3466, -0.6776], [0.8295, 0.1816, -1.4691], [-1.1841, 0.5172, -1.2794], [0.3869, 1.2603, -0.1325], [-0.2844, -1.7146, -0.2532], [-2.2933, 1.9071, 0.5947], [-1.6845, 1.7239, -1.6269]], "atomic_forces_ev_per_a": [[-0.11, 0.04, 0.12], [0.10, -0.03, -0.12], [-0.06, -0.12, -0.08], [0.06, 0.01, 0.01], [-0.05, -0.03, 0.02], [0.00, 0.13, -0.12], [-0.29, 0.35, 1.35], [0.22, -0.08, 0.08], [-0.08, 0.02, 0.11], [0.06, -0.01, -0.11], [-0.05, -0.11, -0.08], [0.05, 0.10, 0.07], [0.15, -0.13, -1.19], [0.03, -0.15, -0.07]], "relative_energy_kcal_mol": 85.25, "multiplicity": 1, "charge": 0, "homo_energy_ev": -9.7, "lumo_energy_ev": 0.714}

***

No. 5
{"formula": "C4H5BrO3S", "method": "wB97M-V/def2-TZVPD", "species": ["H", "H", "C", "H", "H", "H", "S", "C", "O", "C", "Br", "O", "O", "C"], "coordinates": [[-1.9501, -0.9177, -0.6274], [-0.5733, 1.4333, -1.6134], [0.7951, -0.3397, 1.3808], [-1.3647, 1.4579, -0.0442], [-0.7710, -0.8236, -1.9554], [1.8406, -0.5756, 1.5872], [1.1071, 0.8586, 0.1469], [-0.9402, -0.5994, -0.9074], [1.9830, 0.2946, -0.8594], [-0.6106, 0.8532, -0.6657], [-0.3819, 0.3883, 2.7601], [1.4397, 2.1575, 0.6483], [-0.2209, -2.6799, 0.0966], [-0.3530, -1.5075, 0.0531]], "atomic_forces_ev_per_a": [[-0.80, 0.80, -0.68], [0.46, -0.54, 0.56], [-1.74, -0.22, -1.98], [1.25, -1.23, -0.47], [0.22, -0.77, 0.15], [-0.40, -0.95, 0.89], [-1.59, 1.02, -1.89], [-1.31, 0.86, 0.14], [-0.29, -0.49, 0.57], [-0.23, 1.94, 0.92], [0.82, -0.51, -0.41], [-0.22, 0.19, 0.30], [-0.80, 1.71, 0.21], [4.63, -1.80, 1.69]], "relative_energy_kcal_mol": 11.13, "multiplicity": 1, "charge": 0, "homo_energy_ev": -9.6, "lumo_energy_ev": -0.231}